Record 1
This record from OMol25 describes C30H53AsIrN3O2P2Si as an isolated structure in a non-equilibrium geometry. The level of theory is ωB97M-V/def2-TZVPD.

Positions of all 93 atoms, in Å:
Ir 0.394 -0.072 0.463
C -3.181 0.312 0.202
P -1.844 -0.892 0.306
C -2.454 -2.152 1.478
C -1.879 -1.928 -1.170
C -3.050 -2.196 -1.868
C -3.052 -3.195 -2.830
C -1.902 -3.937 -3.080
C -0.729 -3.655 -2.400
C -0.717 -2.637 -1.449
P 0.784 -2.085 -0.626
C 1.445 -3.456 0.350
C 1.955 -1.892 -1.999
H -4.127 -0.230 0.241
H -3.114 0.885 -0.722
H -3.139 0.983 1.059
H -3.206 -2.734 0.944
H -2.926 -1.721 2.350
H -1.659 -2.832 1.785
H -3.960 -1.643 -1.671
H -3.958 -3.407 -3.381
H -1.921 -4.729 -3.817
H 0.163 -4.230 -2.620
H 1.636 -4.302 -0.313
H 0.723 -3.764 1.104
H 2.376 -3.169 0.838
H 1.649 -2.562 -2.801
H 2.955 -2.166 -1.677
H 1.949 -0.875 -2.383
O -2.006 1.588 -2.813
C -0.875 1.427 -2.371
O -0.561 0.583 -1.466
C 0.244 2.260 -3.022
N -0.439 3.209 -3.980
C 0.173 3.043 -5.357
C 1.513 2.387 -5.069
C 1.183 1.439 -3.917
H 0.797 2.831 -2.277
H -0.392 4.176 -3.668
H -1.433 2.902 -3.946
H 0.230 4.011 -5.847
H -0.489 2.394 -5.926
H 2.242 3.137 -4.754
H 1.910 1.880 -5.945
H 2.066 1.114 -3.371
H 0.661 0.554 -4.289
C 4.435 -0.451 -0.572
As 3.026 0.540 0.330
C 3.924 0.604 2.048
C 3.295 2.300 -0.517
C 4.538 2.991 -0.040
C 5.723 2.903 -0.763
C 6.873 3.534 -0.306
C 6.847 4.258 0.876
C 5.666 4.354 1.603
C 4.521 3.723 1.146
H 5.355 0.074 -0.315
H 4.312 -0.447 -1.651
H 4.500 -1.473 -0.203
H 4.910 1.036 1.887
H 4.035 -0.420 2.404
H 3.404 1.190 2.795
H 2.400 2.896 -0.345
H 3.362 2.076 -1.584
H 5.751 2.349 -1.695
H 7.788 3.467 -0.880
H 7.741 4.754 1.228
H 5.644 4.924 2.523
H 3.599 3.800 1.714
C -1.113 5.145 1.345
N 0.084 4.346 1.677
C 1.071 4.936 2.600
C 0.165 3.122 1.270
N 0.260 2.042 0.848
H -0.826 6.193 1.363
H -1.906 4.976 2.072
H -1.461 4.895 0.346
H 1.573 5.766 2.104
H 1.800 4.188 2.895
H 0.553 5.298 3.487
C 0.977 -1.798 3.309
Si 0.077 -0.211 2.926
C 0.920 1.275 3.686
C -1.586 -0.159 3.777
H 1.037 -1.799 4.405
H 1.994 -1.861 2.925
H 0.426 -2.690 3.015
H 1.172 0.983 4.711
H 0.203 2.094 3.757
H 1.824 1.634 3.209
H -1.407 0.403 4.697
H -1.940 -1.144 4.075
H -2.381 0.364 3.246

The HOMO-LUMO gap (alpha / beta) is 7.6 / 5.4 eV. As for the net charge: +3. As for the spin multiplicity: 2. Its expectation value of S² is 0.76. The calculation puts the LUMO energy (alpha / beta) at -8.1326 / -10.2927 eV.

Löwdin population analysis, charges in e, atoms 1 to 4:
1. Ir 0.75
2. C -0.18
3. P 0.80
4. C -0.19

---

Record 2
This record from OMol25 describes a 11-piece molecular cluster, C30H53BBrN21O13 overall in a non-equilibrium geometry. The level of theory is ωB97M-V/def2-TZVPD.

Positions of all 119 atoms, in Å:
N -3.016 0.266 -0.874
B -1.636 0.123 -0.481
O -1.158 -1.028 0.062
C -0.666 1.363 -0.705
C -0.929 2.475 0.031
C -0.179 3.581 -0.082
C 0.840 3.562 -0.940
C 1.162 2.475 -1.661
C 0.407 1.350 -1.559
Br 0.931 -0.134 -2.620
C 2.335 2.605 -2.580
O 3.176 1.739 -2.717
C 2.397 3.909 -3.280
C 2.731 4.006 -4.582
C 2.722 5.222 -5.155
C 2.405 6.320 -4.458
C 2.068 6.237 -3.147
C 1.671 7.421 -2.363
C 2.534 8.079 -1.559
C 2.164 9.149 -0.828
C 0.885 9.593 -0.915
C 0.018 8.928 -1.702
C 0.391 7.854 -2.424
C 2.069 5.005 -2.561
C 1.680 4.778 -1.137
O 2.033 5.481 -0.216
H -3.189 1.204 -1.205
H -3.279 -0.361 -1.621
H -1.753 -1.245 0.802
H -1.754 2.459 0.719
H -0.385 4.461 0.493
H 2.965 3.133 -5.160
H 2.963 5.285 -6.198
H 2.382 7.279 -4.939
H 3.545 7.720 -1.485
H 2.889 9.625 -0.196
H 0.595 10.460 -0.354
H -1.002 9.264 -1.748
H -0.352 7.358 -3.022
C -1.985 -2.971 3.607
O -1.737 -2.219 2.652
N -2.448 -4.234 3.435
N -1.822 -2.598 4.890
H -2.654 -4.847 4.203
H -2.590 -4.552 2.496
H -1.483 -1.669 5.069
H -2.034 -3.212 5.662
C -1.543 -2.369 -5.836
O -2.669 -2.282 -6.314
N -0.501 -2.913 -6.517
N -1.243 -1.923 -4.573
H 0.423 -2.985 -6.136
H -0.681 -3.254 -7.453
H -1.985 -1.511 -4.045
H -0.326 -1.981 -4.172
C 1.716 -0.811 3.761
O 1.419 -0.851 4.955
N 0.800 -0.912 2.765
N 3.013 -0.664 3.351
H 1.044 -0.884 1.792
H -0.176 -1.021 3.018
H 3.716 -0.582 4.059
H 3.282 -0.627 2.387
C 2.315 2.010 7.834
O 2.549 2.877 7.009
N 1.885 0.761 7.500
N 2.470 2.223 9.183
H 1.686 0.042 8.177
H 1.745 0.534 6.526
H 2.785 3.129 9.472
H 2.282 1.523 9.874
C -1.998 -3.858 -10.150
O -1.271 -3.878 -9.170
N -3.059 -3.007 -10.243
N -1.806 -4.685 -11.221
H -3.671 -2.972 -11.035
H -3.223 -2.393 -9.466
H -1.033 -5.321 -11.178
H -2.394 -4.682 -12.031
C 3.139 -2.718 9.116
O 2.124 -2.106 9.408
N 3.901 -2.399 8.030
N 3.593 -3.783 9.852
H 4.732 -2.895 7.775
H 3.598 -1.622 7.466
H 3.058 -4.047 10.658
H 4.423 -4.296 9.624
C 4.344 0.309 -7.284
O 4.659 0.159 -8.448
N 5.226 0.738 -6.326
N 3.075 0.065 -6.824
H 4.978 0.866 -5.362
H 6.164 0.928 -6.620
H 2.395 -0.249 -7.489
H 2.807 0.186 -5.866
C -5.708 -1.621 3.332
O -5.344 -1.089 4.372
N -4.858 -1.937 2.319
N -7.021 -1.949 3.097
H -5.154 -2.376 1.463
H -3.889 -1.716 2.445
H -7.684 -1.736 3.816
H -7.332 -2.387 2.250
C -0.417 -4.938 7.601
O -1.562 -5.042 7.174
N 0.270 -6.002 8.122
N 0.258 -3.762 7.586
H 1.205 -5.932 8.474
H -0.201 -6.886 8.147
H -0.220 -2.967 7.211
H 1.193 -3.645 7.920
C -4.702 -4.136 -2.678
O -5.409 -4.295 -1.695
N -3.894 -5.122 -3.161
N -4.663 -2.971 -3.377
H -3.310 -5.007 -3.968
H -3.895 -5.998 -2.676
H -5.246 -2.220 -3.058
H -4.089 -2.838 -4.190

The HOMO-LUMO gap is 8.7 eV. As for the spin multiplicity: 1. Its structure (SMILES) is NB(O)c1ccc2c(c1Br)C(=O)c1cccc(-c3ccccc3)c1C2=O.NC(N)=O.NC(N)=O.NC(N)=O.NC(N)=O.NC(N)=O.NC(N)=O.NC(N)=O.NC(N)=O.NC(N)=O.NC(N)=O. The calculation puts the LUMO energy at -0.5797 eV.

Löwdin population analysis, charges in e, atoms 1 to 4:
1. N 0.20
2. B -0.64
3. O 0.13
4. C -0.12

---

Record 3
This record from OMol25 describes C30H53BaGe3O3PS4 as an isolated structure in a non-equilibrium geometry. The level of theory is ωB97M-V/def2-TZVPD.

Positions of all 95 atoms, in Å:
Ba -0.868 0.415 -0.243
C 0.014 -3.167 2.235
C 1.220 -2.302 2.010
C 1.587 -1.343 2.951
C 2.662 -0.505 2.720
C 3.383 -0.600 1.536
C 3.020 -1.545 0.592
C 1.957 -2.398 0.836
H -0.141 -3.362 3.297
H 0.108 -4.118 1.713
H -0.892 -2.673 1.869
H 1.013 -1.245 3.862
H 2.929 0.239 3.458
H 4.200 0.076 1.341
H 3.533 -1.621 -0.353
H 1.680 -3.120 0.084
S -2.562 -0.950 -2.316
S -1.875 0.488 -3.666
S -0.293 -0.372 -4.681
S 1.222 -0.382 -3.139
C -1.595 5.946 1.629
C -0.811 4.783 1.038
Ge -1.742 3.216 0.153
C -2.950 3.971 -1.287
C -3.580 5.343 -1.129
C -3.146 2.964 1.615
C -3.358 2.000 2.521
Ge -2.333 0.234 2.507
C -1.823 -0.109 4.421
C -2.856 -0.045 5.534
C -3.840 -1.109 2.296
C -4.749 -0.833 1.110
C -4.383 2.289 3.554
C -5.488 1.465 3.771
C -6.440 1.779 4.723
C -6.312 2.925 5.497
C -5.219 3.750 5.297
C -4.271 3.434 4.339
H -0.955 6.612 2.219
H -2.386 5.597 2.287
H -2.068 6.554 0.864
H -0.264 4.300 1.853
H -0.051 5.156 0.344
H -3.739 3.215 -1.373
H -2.407 3.930 -2.237
H -4.112 5.441 -0.184
H -4.299 5.561 -1.929
H -2.827 6.129 -1.155
H -3.830 3.822 1.710
H -1.002 0.576 4.651
H -1.377 -1.109 4.402
H -3.252 0.960 5.665
H -2.439 -0.357 6.497
H -3.709 -0.689 5.330
H -4.421 -1.189 3.220
H -3.362 -2.088 2.157
H -5.101 0.199 1.098
H -5.631 -1.480 1.095
H -4.234 -0.981 0.161
H -5.605 0.580 3.177
H -7.290 1.123 4.863
H -7.056 3.168 6.245
H -5.101 4.651 5.887
H -3.411 4.074 4.190
C 4.296 0.663 -2.063
O 3.668 1.930 -2.002
P 2.432 2.031 -0.965
O 1.784 3.428 -1.454
C 0.924 3.400 -2.580
O 3.227 2.631 0.329
C 2.389 2.864 1.450
H 4.781 0.593 -3.036
H 3.558 -0.145 -1.974
H 5.046 0.580 -1.276
H 0.038 3.978 -2.330
H 0.621 2.386 -2.836
H 1.448 3.847 -3.426
H 3.037 3.086 2.299
H 1.789 1.984 1.689
H 1.729 3.704 1.260
C 4.061 -3.151 -3.063
Ge 2.095 -3.333 -3.047
C 1.740 -4.982 -2.040
C 1.637 -3.703 -4.923
C 1.275 -1.828 -2.263
H 4.536 -4.025 -3.504
H 4.435 -3.028 -2.051
H 4.347 -2.281 -3.642
H 2.255 -5.816 -2.513
H 0.680 -5.205 -2.017
H 2.095 -4.901 -1.017
H 2.351 -4.397 -5.361
H 1.644 -2.777 -5.492
H 0.636 -4.119 -5.000
H 0.407 -2.029 -1.631

The HOMO-LUMO gap is 5.7 eV. As for the net charge: -2. As for the spin multiplicity: 1. The calculation puts the LUMO energy at 4.0965 eV.

Löwdin population analysis, charges in e, atoms 1 to 4:
1. Ba 0.92
2. C -0.05
3. C -0.28
4. C -0.06

---

Record 4
This record from OMol25 describes a 10-piece molecular cluster, C30H53N4O37S9 overall in a non-equilibrium geometry. The level of theory is ωB97M-V/def2-TZVPD.

Positions of all 133 atoms, in Å:
C 2.538 7.382 -0.411
C 1.603 6.180 -0.603
C 2.441 4.927 -0.934
N 1.780 4.060 -1.891
C 1.743 2.751 -1.768
N 1.157 1.942 -2.683
C 1.346 0.729 -2.245
N 2.014 0.701 -1.101
N 2.264 2.001 -0.778
O 0.657 6.401 -1.612
C -0.639 6.736 -1.113
C -1.394 5.563 -0.559
C -1.307 5.178 0.776
C -1.983 4.077 1.294
C -2.792 3.338 0.433
C -2.905 3.723 -0.899
C -2.220 4.820 -1.409
H 2.115 8.062 0.321
H 3.464 7.016 0.031
H 2.740 7.867 -1.359
H 1.155 6.009 0.373
H 2.664 4.400 -0.012
H 3.394 5.249 -1.352
H 1.353 4.430 -2.725
H 1.021 -0.174 -2.728
H 2.325 -0.070 -0.524
H 2.749 2.285 0.056
H -0.583 7.564 -0.407
H -1.198 7.098 -1.971
H -0.659 5.755 1.423
H -1.830 3.839 2.331
H -3.321 2.479 0.816
H -3.554 3.165 -1.558
H -2.332 5.091 -2.449
C 2.875 -3.658 -3.101
C 1.477 -3.976 -2.630
O 1.665 -4.480 -1.297
S 2.903 -3.747 -0.615
O 2.416 -2.674 0.191
O 3.772 -4.735 -0.088
O 3.542 -3.117 -1.929
H 3.403 -4.551 -3.418
H 2.890 -2.927 -3.903
H 0.984 -4.718 -3.251
H 0.854 -3.078 -2.568
C 0.418 -7.791 -6.182
C -0.213 -6.563 -6.805
O 0.694 -5.491 -6.482
S 2.188 -6.057 -6.433
O 2.854 -5.780 -7.650
O 2.743 -5.653 -5.185
O 1.834 -7.604 -6.384
H 0.232 -7.843 -5.114
H 0.095 -8.715 -6.654
H -1.208 -6.347 -6.423
H -0.254 -6.661 -7.892
C -0.139 0.021 3.575
C 1.272 0.502 3.311
O 1.233 1.906 3.623
S 0.180 2.159 4.811
O 0.856 2.245 6.049
O -0.712 3.174 4.377
O -0.557 0.748 4.734
H -0.806 0.276 2.749
H -0.194 -1.048 3.765
H 1.583 0.353 2.280
H 1.989 0.020 3.978
C -6.386 2.846 -4.578
C -7.826 2.508 -4.255
O -7.788 2.090 -2.883
S -6.662 2.910 -2.098
O -7.260 4.001 -1.424
O -5.821 1.984 -1.429
O -5.892 3.475 -3.387
H -5.795 1.947 -4.766
H -6.292 3.527 -5.420
H -8.221 1.707 -4.874
H -8.473 3.384 -4.333
C -2.292 5.758 4.986
C -2.513 6.833 6.027
O -1.622 7.890 5.618
S -1.506 7.911 4.024
O -2.387 8.889 3.498
O -0.129 7.882 3.674
O -2.136 6.471 3.753
H -1.382 5.194 5.173
H -3.134 5.075 4.906
H -2.267 6.506 7.033
H -3.535 7.216 6.007
C 3.731 -5.553 2.943
C 3.015 -6.870 2.739
O 2.612 -7.265 4.062
S 2.280 -5.966 4.927
O 0.877 -5.725 4.874
O 2.971 -6.042 6.157
O 2.969 -4.893 3.970
H 4.750 -5.704 3.303
H 3.731 -4.946 2.045
H 3.648 -7.633 2.299
H 2.114 -6.747 2.132
C -1.756 -4.803 2.496
C -1.829 -4.696 4.003
O -2.500 -3.442 4.227
S -3.561 -3.176 3.067
O -4.844 -3.580 3.506
O -3.316 -1.881 2.538
O -3.011 -4.272 2.030
H -0.950 -4.187 2.090
H -1.638 -5.828 2.155
H -0.852 -4.688 4.470
H -2.435 -5.496 4.432
C 7.074 1.949 1.161
C 5.674 2.351 1.578
O 4.937 1.114 1.587
S 5.925 -0.089 2.041
O 5.757 -0.325 3.424
O 5.810 -1.124 1.081
O 7.294 0.701 1.827
H 7.144 1.786 0.083
H 7.826 2.668 1.470
H 5.218 3.052 0.882
H 5.657 2.772 2.585
C -3.106 -4.803 -1.810
C -2.906 -3.639 -2.758
O -1.934 -4.123 -3.705
S -2.146 -5.692 -3.932
O -2.921 -5.893 -5.101
O -0.896 -6.335 -3.739
O -3.066 -5.959 -2.662
H -2.292 -4.878 -1.085
H -4.056 -4.763 -1.286
H -2.528 -2.751 -2.260
H -3.822 -3.395 -3.298

The HOMO-LUMO gap is 8.7 eV. As for the net charge: +1. As for the spin multiplicity: 1. The calculation puts the LUMO energy at -2.5928 eV.

Löwdin population analysis, charges in e, atoms 1 to 4:
1. C -0.01
2. C -0.39
3. C -0.09
4. N 0.13

---

Question: Which formula does entry 2 have?
Answer: C30H53BBrN21O13